# 1
19
Properties=species:S:1:pos:R:3:forces:R:3 method="wB97M-V/def2-TZVPD" max_force_ev_per_a=4.8 gap_ev="8.699 / 8.698" e_homo_ev="-18.718 / -18.718" total_charge=+2 e_tot_ev=-9811.550
C 1.667 0.301 -0.057 -1.672 -2.009 0.238
C 0.977 -1.123 0.165 2.009 0.094 0.935
C -2.379 0.640 -0.533 0.563 1.933 -2.010
C -2.096 0.410 0.942 1.837 -1.044 0.080
C -1.185 -0.062 -0.147 0.323 3.882 0.139
N 0.821 1.167 -0.405 -4.360 2.010 0.662
N 2.938 0.409 0.136 2.583 1.237 0.139
N -0.429 -1.132 -0.562 3.494 -1.284 0.809
H 1.704 -1.981 -0.143 -1.881 1.168 0.278
H 0.752 -1.165 1.296 0.201 -0.197 -1.777
H -3.074 0.196 -1.227 -0.639 -0.924 0.456
H -2.278 1.682 -1.048 0.206 -1.427 1.592
H -1.634 1.265 1.497 -0.975 -0.822 -0.188
H -2.437 -0.504 1.483 -0.488 1.223 -0.042
H 0.722 2.182 -0.072 0.911 -1.887 -1.043
H 3.470 -0.347 0.566 0.027 0.361 -0.357
H 3.452 1.316 -0.091 -0.980 -1.739 0.624
H -0.314 -1.199 -1.562 0.084 0.220 -0.884
H -0.677 -2.056 -0.241 -1.244 -0.795 0.348

=====

# 2
37
Properties=species:S:1:pos:R:3:forces:R:3 method="wB97M-V/def2-TZVPD" max_force_ev_per_a=4.6 gap_ev=4.618 e_homo_ev=-3.700 total_charge=-1 e_tot_ev=-49416.872
C 0.130 0.406 0.804 0.573 -1.711 2.009
N 0.953 1.349 1.883 -0.405 1.307 -0.156
O 1.234 0.868 2.995 -0.552 0.829 -2.570
O 1.186 2.534 1.533 -0.365 -2.898 0.811
C -1.263 0.137 1.548 0.876 0.936 -0.892
C -1.892 1.369 1.735 0.004 -0.377 0.260
C -3.059 1.455 2.479 0.332 0.668 -0.319
C -3.601 0.319 3.090 0.825 0.793 -0.331
C -4.704 0.402 3.996 -2.745 -0.653 1.419
N -5.657 0.303 4.676 2.381 0.494 -1.492
C -2.993 -0.909 2.872 0.397 -0.179 -0.347
C -1.864 -1.040 2.043 0.257 0.408 0.153
H 0.625 -1.434 1.699 0.330 -0.175 -0.889
H -1.339 2.237 1.330 -0.924 -0.268 0.336
H -3.479 2.447 2.567 -0.358 -0.122 0.355
H -3.421 -1.737 3.414 0.119 -0.411 -0.261
H -1.470 -2.046 1.846 -0.010 0.609 0.143
F 0.987 3.081 -4.382 0.406 -1.493 -0.936
C 1.215 1.697 -4.426 -0.946 0.953 1.529
F 0.305 1.120 -5.266 0.997 1.181 1.177
F 2.436 1.474 -4.956 -1.500 0.570 0.985
S 0.870 1.260 -2.460 0.683 -0.437 -4.573
N 1.434 -0.557 -3.578 0.032 0.906 -1.247
C 2.723 -0.754 -2.983 0.102 -1.343 2.010
O 3.823 -0.507 -3.432 -0.125 0.576 -0.882
C 2.428 -1.230 -1.648 0.061 -0.681 -2.077
C 1.086 -1.665 -1.624 -0.398 1.050 0.561
C 0.348 -1.552 -0.505 -1.224 -1.052 -0.549
C 0.942 -0.993 0.720 -0.089 0.831 1.229
C 2.467 -0.999 0.681 0.598 -0.077 -0.444
C 3.177 -1.009 -0.498 -0.274 -0.158 1.349
C 0.496 -1.425 -2.996 -0.655 -0.736 1.625
O -0.609 -1.740 -3.393 1.448 0.365 -0.108
H -0.739 -1.696 -0.561 0.385 -0.089 0.054
H -0.026 0.884 -0.207 0.495 -0.041 1.527
H 2.985 -1.185 1.617 -0.088 0.656 0.083
H 4.266 -0.864 -0.611 -0.641 -0.232 0.458

=====

# 3
113
Properties=species:S:1:pos:R:3:forces:R:3 method="wB97M-V/def2-TZVPD" max_force_ev_per_a=1.1 gap_ev="4.475 / 4.205" e_homo_ev="-15.942 / -15.850" multiplicity=2 total_charge=+3 e_tot_ev=-96122.515
Pb -0.327 0.548 0.211 -0.270 0.185 0.123
N 1.244 2.077 1.432 0.131 -0.062 0.097
C 0.573 2.285 2.722 0.065 -0.072 -0.036
C -0.741 2.992 2.472 -0.101 0.063 0.045
N -1.537 2.352 1.394 0.244 -0.022 0.135
C -2.876 1.925 1.848 0.009 0.073 0.004
C -2.793 0.518 2.384 0.024 -0.109 0.015
N -2.407 -0.348 1.258 0.105 -0.122 0.116
H 2.169 1.682 1.561 -0.027 -0.044 -0.009
H 1.379 2.960 0.936 -0.004 -0.049 0.048
H 1.185 2.876 3.404 -0.007 0.033 0.038
H 0.409 1.308 3.192 0.027 0.010 -0.041
H -0.561 4.034 2.202 0.012 0.002 -0.055
H -1.319 2.996 3.395 -0.022 0.044 0.015
H -1.683 3.015 0.634 -0.043 0.005 0.009
H -3.552 1.982 0.999 -0.064 -0.038 -0.018
H -3.258 2.609 2.605 0.028 0.042 0.000
H -3.751 0.217 2.810 -0.043 -0.032 -0.043
H -2.039 0.442 3.170 -0.012 -0.033 0.025
H -3.122 -0.286 0.539 -0.089 -0.063 -0.180
H -2.345 -1.328 1.518 0.052 -0.053 0.068
C 4.011 -0.080 4.969 -0.028 -0.019 0.048
C 3.028 -1.012 5.288 0.003 0.067 -0.029
C 2.182 -1.504 4.306 0.061 0.151 0.020
C 2.345 -1.064 2.982 0.060 0.363 0.073
C 3.346 -0.130 2.668 0.095 -0.132 0.015
C 4.174 0.361 3.658 -0.037 0.011 0.070
P 1.492 -1.801 1.618 -0.320 -0.367 -0.115
C 0.001 -2.582 2.166 -0.148 -0.031 -0.029
C -0.486 -3.689 1.459 -0.057 -0.043 0.009
C -1.663 -4.298 1.862 0.023 0.055 0.051
C -2.349 -3.813 2.974 0.004 -0.005 -0.034
C -1.871 -2.707 3.677 0.037 0.030 -0.053
C -0.710 -2.072 3.261 -0.181 -0.118 0.101
C 2.607 -3.030 0.930 0.504 0.022 -0.360
C 3.259 -3.792 1.885 -0.180 0.100 0.038
C 4.171 -4.786 1.512 0.108 -0.127 -0.070
C 4.481 -4.976 0.192 -0.121 0.121 0.083
C 3.860 -4.204 -0.821 0.297 -0.307 -0.079
C 4.201 -4.393 -2.186 -0.135 0.165 -0.049
C 3.632 -3.632 -3.170 0.077 -0.173 0.079
C 2.666 -2.649 -2.835 -0.100 0.164 0.262
C 2.405 -2.472 -1.520 -0.046 -0.153 -0.048
C 2.914 -3.207 -0.449 -0.258 0.282 -0.017
H 4.662 0.300 5.747 -0.011 -0.028 -0.017
H 2.922 -1.361 6.307 0.013 0.006 -0.023
H 1.429 -2.239 4.564 0.145 0.015 -0.027
H 3.508 0.177 1.638 0.038 -0.116 -0.019
H 4.955 1.069 3.413 -0.014 -0.013 0.019
H 0.067 -4.088 0.616 0.007 0.017 0.015
H -2.035 -5.165 1.330 0.007 0.038 0.018
H -3.256 -4.308 3.301 0.031 0.032 0.000
H -2.407 -2.347 4.548 0.037 -0.018 -0.031
H -0.339 -1.214 3.811 -0.094 -0.023 -0.082
H 3.050 -3.651 2.938 0.053 0.013 0.008
H 4.643 -5.385 2.279 -0.013 0.020 -0.005
H 5.229 -5.707 -0.091 -0.056 -0.008 -0.023
H 4.920 -5.161 -2.441 0.002 0.033 0.031
H 3.902 -3.779 -4.208 -0.033 -0.005 0.026
H 2.180 -2.082 -3.621 0.033 0.034 0.068
C -4.619 0.533 -1.356 0.136 -0.449 0.090
C -4.039 -0.857 -1.499 -0.351 0.652 0.031
C -4.883 -1.958 -1.445 -0.139 -0.369 -0.022
C -4.413 -3.248 -1.655 -0.163 0.211 0.051
C -3.074 -3.449 -1.946 0.040 -0.137 -0.045
C -2.195 -2.380 -1.993 0.109 0.046 0.045
C -0.753 -2.583 -2.339 0.051 -0.036 -0.022
C -2.690 -1.094 -1.741 0.721 -0.088 -0.108
N -1.691 -0.039 -1.740 -0.030 -0.106 0.649
C -1.500 0.742 -2.710 0.090 0.731 -0.741
C -2.318 0.723 -3.960 0.077 0.080 0.121
C -0.364 1.813 -2.637 -0.778 -0.060 -0.787
C -0.185 2.681 -3.838 -0.020 -0.054 0.131
N 0.334 1.918 -1.594 0.191 0.348 0.883
C 1.483 2.802 -1.449 0.037 -1.020 -0.458
C 2.706 2.209 -1.794 -0.070 -0.142 -0.088
C 2.750 0.824 -2.378 0.024 0.099 -0.113
C 3.868 2.937 -1.606 0.142 -0.084 -0.029
C 3.821 4.217 -1.078 -0.200 0.185 0.112
C 2.590 4.783 -0.766 0.332 0.117 0.004
C 1.398 4.093 -0.954 -0.506 0.563 0.048
C 0.090 4.790 -0.672 0.325 -0.097 -0.128
H -5.450 0.542 -0.647 0.094 -0.002 -0.024
H -5.023 0.882 -2.308 -0.031 -0.089 -0.028
H -3.884 1.278 -1.071 -0.106 -0.344 0.044
H -5.938 -1.784 -1.261 0.046 -0.051 -0.006
H -5.095 -4.089 -1.619 0.009 0.049 -0.007
H -2.703 -4.443 -2.167 -0.040 0.015 0.015
H -0.574 -3.600 -2.683 0.019 -0.014 0.041
H -0.107 -2.407 -1.471 0.063 0.027 0.009
H -0.421 -1.902 -3.127 -0.009 -0.054 0.029
H -2.950 -0.161 -3.991 -0.009 0.015 -0.027
H -1.693 0.767 -4.851 -0.047 -0.039 0.041
H -2.954 1.618 -3.953 0.061 -0.083 -0.011
H -1.096 3.277 -3.966 0.035 -0.053 0.003
H -0.044 2.081 -4.738 0.015 0.051 0.034
H 0.659 3.352 -3.703 0.001 0.008 -0.037
H 2.463 0.069 -1.642 -0.046 -0.088 0.034
H 3.754 0.584 -2.722 0.012 -0.017 0.051
H 2.076 0.717 -3.235 0.088 0.018 0.089
H 4.816 2.497 -1.892 -0.006 0.034 0.022
H 4.734 4.778 -0.929 -0.052 0.009 -0.015
H 2.537 5.800 -0.393 0.052 -0.042 -0.005
H 0.159 5.423 0.214 -0.038 -0.067 0.003
H -0.735 4.099 -0.594 -0.068 -0.070 0.116
H -0.188 5.444 -1.499 0.082 0.043 -0.037
F -2.438 2.688 -1.082 0.315 -0.105 -0.021
P -3.543 3.968 -1.426 -0.419 0.298 -0.252
F -4.550 5.129 -1.740 0.255 -0.222 0.079
F -2.901 4.727 -0.154 0.091 0.042 0.185
F -2.386 4.566 -2.367 -0.002 0.101 -0.138
F -4.561 3.215 -0.433 -0.182 0.226 0.048
F -4.057 3.052 -2.646 -0.018 0.203 -0.133

=====

# 4
9
Properties=species:S:1:pos:R:3:forces:R:3 method="wB97M-V/def2-TZVPD" max_force_ev_per_a=3.1 gap_ev="9.858 / 9.859" smiles=[O-][n+]1ncnn1O e_homo_ev="-9.392 / -9.393" e_tot_ev=-11119.067
O 1.995 1.236 0.058 -2.463 -1.387 0.037
N 0.802 0.769 0.047 1.950 -0.947 -1.115
N -0.307 1.400 -0.037 -1.581 1.291 0.761
C -1.298 0.479 0.002 0.650 -0.494 -0.002
N -0.816 -0.764 -0.005 -0.922 -0.037 -0.102
N 0.455 -0.575 -0.083 2.061 2.206 0.478
O 1.447 -1.491 -0.029 -1.674 -2.145 0.088
H -2.364 0.681 0.081 0.552 0.121 -0.197
H 0.887 -2.343 -0.032 1.428 1.391 0.051